Record 1
# C36H52N4O4

8 unconnected molecules or ions with the total composition C36H52N4O4 in a non-equilibrium geometry (wB97M-V/def2-TZVPD, the OMol25 dataset).

Atoms and positions in Å:
C (-5.405, -0.838, 2.508)
O (-0.829, 4.315, -1.096)
H (3.368, -1.845, 4.237)
H (-6.628, 0.880, 3.068)
H (5.064, -2.277, -2.719)
C (-4.006, -1.005, -3.581)
H (4.938, 0.604, 2.474)
C (-2.440, 0.563, 4.889)
C (0.848, 2.770, -0.724)
O (6.150, 1.910, 1.401)
H (4.462, 1.533, -1.056)
H (-1.975, -1.571, -4.168)
C (-3.176, 1.764, 5.420)
N (2.711, -2.655, 2.489)
H (1.767, 2.820, -1.308)
C (-0.587, 4.558, 0.270)
H (4.395, 0.077, -3.405)
C (3.416, -0.574, -5.058)
C (3.015, -1.635, -5.877)
H (5.695, 3.355, -0.016)
H (1.828, -1.104, -0.313)
C (5.207, 2.660, 0.667)
H (-3.456, 1.715, 6.473)
H (1.766, -3.572, 0.887)
H (-3.143, -0.207, 4.572)
H (1.531, 4.538, -0.044)
O (-0.572, -0.001, -2.017)
H (-6.449, -0.586, -5.757)
H (-1.539, 2.961, 5.960)
H (1.479, -0.362, -2.558)
N (3.937, -3.231, -4.349)
C (4.483, -2.168, -3.623)
H (0.241, -1.620, -2.860)
C (1.539, -4.768, 2.642)
H (2.913, -3.804, -6.016)
H (3.117, 0.428, -5.326)
H (-3.784, 1.279, -0.246)
C (-5.835, 0.498, 2.442)
C (0.603, -0.871, -2.156)
C (-2.995, -1.383, -4.469)
H (-0.950, 0.623, 3.288)
H (6.428, -0.087, 1.979)
H (-0.527, 5.600, 0.584)
H (2.652, -3.751, 5.715)
C (-0.194, -0.710, 0.127)
O (-1.554, 2.579, 3.981)
H (-2.508, -2.072, -6.458)
H (-1.391, 4.101, 0.847)
C (0.862, -1.419, -0.708)
C (1.972, -3.631, 1.946)
H (-1.660, 0.255, 5.586)
C (-4.356, -1.284, 1.632)
H (2.414, -1.538, -6.769)
H (-4.750, -1.419, -7.319)
H (5.755, -0.125, -0.367)
H (-2.722, 3.887, 5.110)
C (4.984, 0.192, 0.335)
H (1.079, -5.557, 2.065)
H (-0.777, -1.416, 0.719)
H (3.275, 1.544, 0.210)
C (-4.281, 0.702, 0.519)
C (-1.842, 1.151, 3.625)
C (-5.443, -0.709, -5.383)
C (-1.239, -0.260, -0.862)
C (-5.283, 1.282, 1.406)
H (1.526, -5.657, 4.609)
C (0.766, 3.875, 0.359)
C (2.890, -2.727, 3.838)
C (4.349, 1.508, 0.028)
C (-2.285, 2.891, 5.169)
H (0.000, 3.132, -2.633)
C (4.097, -0.810, -3.945)
N (-3.855, -0.600, 0.569)
H (4.684, 3.330, 1.350)
H (0.101, 0.035, 0.866)
C (2.483, -3.761, 4.648)
H (0.863, 1.731, -0.396)
H (-2.585, 1.156, 2.828)
H (-5.744, -1.390, 3.372)
C (-3.242, -1.554, -5.859)
H (-1.961, -1.022, -1.156)
H (-3.947, -0.749, -2.533)
H (-1.874, 0.570, -0.553)
C (-4.487, -1.151, -6.306)
H (-3.837, -2.224, 1.740)
H (-1.158, 2.358, -1.418)
C (-0.363, 3.079, -1.607)
H (-5.552, 2.325, 1.322)
H (1.105, 3.537, 1.338)
C (5.638, 0.583, 1.638)
C (3.252, -2.935, -5.471)
H (4.298, -0.630, 0.541)
H (-4.139, 1.922, 4.934)
N (-5.211, -0.615, -4.092)
H (0.808, -2.507, -0.672)
C (1.780, -4.784, 4.026)

**Max |F|**: 4.00 eV Å⁻¹
**Kohn-Sham gap**: 0.3543 Ha
**Energy**: -1922.72121 hartree
**ΔE to the lowest compared entry with this formula, charge and spin**: 69.0 kcal/mol
**LUMO level**: 0.50 eV

Record 2
# C36H53BFN7O13S4

4 unconnected molecules or ions with the total composition C36H53BFN7O13S4 in a non-equilibrium geometry (wB97M-V/def2-TZVPD, the OMol25 dataset).

Atoms and positions in Å:
H (-3.938, 0.016, 1.903)
H (-4.544, -6.088, 0.829)
H (-9.129, -0.938, -8.376)
C (3.174, 5.144, 6.511)
C (1.524, 4.470, 3.069)
H (-8.288, -6.072, -6.563)
C (-2.072, -1.572, 1.948)
H (0.008, -2.780, 1.589)
H (-1.959, -6.222, 4.880)
N (8.201, 3.231, 3.305)
C (-2.222, 0.825, 0.295)
H (-3.837, 2.506, 0.712)
H (-3.262, -5.332, -0.163)
H (-2.039, -7.700, 5.850)
H (-2.809, -9.001, 3.922)
H (-3.111, -4.245, -5.699)
H (-3.383, -6.270, -4.208)
C (-3.415, 5.653, 2.203)
H (9.309, 5.103, -0.734)
H (-3.526, -6.951, 5.218)
C (4.472, 2.798, 5.641)
S (-1.945, -3.666, -2.330)
C (-0.597, -1.837, 1.242)
C (0.048, -0.817, 0.084)
H (2.474, 6.623, 3.150)
C (-0.091, 1.617, -1.544)
H (3.688, 5.045, 7.576)
S (0.608, 6.712, 1.384)
F (6.893, 0.927, 2.951)
C (8.455, 4.344, -1.080)
O (-2.125, -4.929, -3.345)
O (-3.083, -7.433, 2.658)
H (-0.282, -4.979, -1.280)
O (7.061, 1.295, -0.886)
H (-3.601, 2.087, -1.186)
N (4.468, 5.116, 4.263)
C (-0.286, -4.029, -1.817)
C (4.099, 2.695, 0.081)
B (6.995, 2.551, -0.060)
N (8.323, 3.324, 0.034)
C (1.377, 2.082, -0.891)
C (2.705, 1.658, -1.729)
H (1.559, 4.213, 4.225)
C (-3.428, -5.250, -3.810)
H (1.111, -1.066, -0.365)
H (7.090, 1.571, -1.869)
H (-7.094, 0.282, -7.770)
C (-2.365, -8.016, 3.737)
H (9.621, 1.932, -1.128)
O (-2.668, -4.966, 2.634)
C (4.332, 4.336, 2.967)
N (-3.547, 7.060, 1.603)
H (-2.252, 3.054, -0.186)
O (-1.095, -6.538, 1.420)
C (-3.070, 2.187, -0.132)
H (-4.284, 4.933, 2.576)
O (-6.524, -3.793, -6.638)
H (0.711, 6.443, 3.920)
S (-7.970, -3.740, -6.593)
H (-8.894, -1.104, -6.637)
H (7.490, 5.011, -1.231)
H (3.048, 6.289, 6.259)
H (-9.698, -5.214, -7.254)
H (-0.809, 2.519, -1.744)
H (4.515, 2.132, 4.679)
C (-2.479, -7.178, 4.996)
O (7.562, 1.694, 5.137)
N (1.312, 2.845, 0.402)
H (-4.813, -4.645, -5.356)
O (-8.689, -3.408, -5.381)
C (-3.517, -6.183, 0.473)
H (0.047, -3.224, -1.158)
C (9.442, 2.293, -0.008)
C (4.104, 4.370, 5.357)
N (-2.310, 7.647, 1.262)
H (-3.379, -7.116, -0.076)
H (10.470, 2.694, 0.436)
H (8.816, 3.898, -2.109)
C (-7.076, -0.811, -7.782)
O (-8.495, -2.781, -7.801)
C (2.896, 3.963, 2.272)
C (-3.870, -4.308, -4.914)
H (-8.204, -5.431, -8.230)
N (4.089, 1.973, -1.237)
H (-6.633, -1.150, -8.724)
H (-2.491, -2.301, 2.762)
O (-1.951, 5.402, 2.217)
C (2.724, 3.121, 0.838)
C (5.597, 3.039, 0.727)
C (-8.475, -1.373, -7.612)
H (9.202, 1.308, 0.611)
C (7.553, 1.951, 3.800)
H (0.091, 0.968, -2.529)
O (7.308, 5.550, 3.182)
H (-1.318, -8.181, 3.464)
O (-2.829, -3.842, -1.198)
C (-2.879, -0.202, 1.432)
C (5.701, 3.842, 2.156)
H (5.457, 2.748, 6.279)
H (2.612, 1.079, -2.762)
H (2.121, 4.628, 6.450)
H (3.592, 2.359, 6.318)
H (-6.417, -1.148, -6.976)
C (-1.275, 6.599, 1.618)
H (8.716, 3.670, 4.125)
H (-4.021, -3.295, -4.529)
C (-8.608, -5.268, -7.229)
H (0.355, -4.077, -2.699)
H (-4.146, -5.258, -2.984)
H (0.540, 3.985, 2.654)
C (7.135, 4.236, 2.917)
C (1.398, 6.134, 2.998)
S (-2.422, -6.170, 1.869)
O (-1.927, -2.446, -3.109)
C (-0.736, 0.563, -0.417)

**Max |F|**: 9.66 eV Å⁻¹
**Kohn-Sham gap**: 0.2394 Ha
**Energy**: -4481.33187 hartree
**ΔE to the lowest compared entry with this formula, charge and spin**: 612.8 kcal/mol
**LUMO level**: -1.58 eV